Entry from the OMol25 dataset: a structure of composition C4H5AlO5 in a non-equilibrium geometry (the ωB97M-V functional and the def2-TZVPD basis).

Computed properties:
Expectation value of S² ... 0.751
Multiplicity ... 2
Charge ... +1
HOMO (alpha / beta) ... -11.85 / -11.85 eV
E ... -21053.95517 eV
Gap between HOMO and LUMO (alpha / beta) ... 6.38 / 3.87 eV
E_LUMO (alpha / beta) ... -5.4723 / -7.9847 eV

The geometry in XYZ format:
```
15
Properties=species:S:1:pos:R:3:forces:R:3:nbo_charge:R:1
O -3.88612 0.29089 -0.13298 0.33 -0.12 0.21 -0.66
C 0.18963 -0.89991 0.00498 -1.25 0.57 -0.27 -0.10
O 3.41833 -0.91780 -0.33350 1.49 0.50 -0.20 -0.71
C -0.45511 0.42572 0.38659 -1.64 0.09 -0.16 -0.11
Al 3.92672 0.80439 -0.56353 3.62 1.29 -1.92 1.62
O 2.44700 0.95697 0.27350 -0.80 1.70 0.69 -0.78
H -0.30294 1.17789 -0.39709 0.01 0.03 0.40 0.21
C 2.47063 -0.30410 0.21974 -5.48 -4.40 1.60 0.95
H -4.48500 0.57842 -0.83215 0.11 0.12 -0.03 0.51
O 1.44725 -1.02598 0.66628 2.52 0.25 0.00 -0.46
H -0.41557 -1.74766 0.34511 0.26 0.28 -0.04 0.25
C -2.65983 0.65882 -0.44496 -0.31 0.39 -0.96 0.37
O -1.89273 0.20437 0.50673 1.05 -0.44 0.83 -0.51
H -0.13337 0.75353 1.38228 0.05 -0.02 -0.37 0.22
H 0.33110 -0.95553 -1.08101 0.03 -0.23 0.20 0.20
```
Positions in Å, forces in eV/Å.

Entry from the OMol25 dataset: the molecule C3H4N2O2 in a non-equilibrium geometry (the ωB97M-V functional and the def2-TZVPD basis).

Computed properties:
HOMO ... -7.64 eV
E ... -10249.03890 eV
Gap between HOMO and LUMO ... 8.27 eV
E_LUMO ... 0.6372 eV
Structure (SMILES) ... Oc1c[nH]c(O)n1

The geometry in XYZ format:
```
11
Properties=species:S:1:pos:R:3:forces:R:3:nbo_charge:R:1
O 2.23493 0.33644 -0.73934 -0.24 0.31 -5.38 -0.66
N -0.27669 0.20622 -0.98519 2.41 -1.58 1.01 -0.59
H -0.92614 -0.05571 2.38452 1.43 -0.81 -2.71 0.24
H 2.25387 0.45478 -1.77595 0.36 -0.24 2.86 0.50
O -2.37686 -0.04601 -0.00318 -6.58 -0.60 -5.35 -0.64
C 0.96769 0.00828 -0.45960 -3.01 0.41 3.90 0.63
C -1.13329 -0.10421 0.10946 5.83 1.38 0.11 0.40
H -2.63383 -0.20457 -1.07383 1.06 0.81 4.38 0.50
C -0.47927 -0.19152 1.29333 0.82 -0.41 2.14 -0.23
H 1.81760 -0.28042 1.32780 -0.03 0.02 1.17 0.42
N 0.91857 -0.27949 0.90211 -2.05 0.72 -2.12 -0.57
```
Positions in Å, forces in eV/Å.

Entry from the OMol25 dataset: the molecule C2H4N4O in a non-equilibrium geometry (the ωB97M-V functional and the def2-TZVPD basis).

Computed properties:
HOMO ... -8.82 eV
E ... -10141.54132 eV
Gap between HOMO and LUMO ... 9.03 eV
E_LUMO ... 0.2080 eV
Structure (SMILES) ... [H]/N=c1/[nH]cnn1O

The geometry in XYZ format:
```
11
Properties=species:S:1:pos:R:3:forces:R:3:nbo_charge:R:1
H 1.71095 1.37642 0.58523 -2.04 -2.86 -2.67 0.44
N -0.60116 -0.51454 -0.54355 -4.44 -6.65 0.34 -0.04
C 1.40035 -0.74562 0.20244 1.70 -0.25 -1.93 0.22
O -1.80784 -0.74586 0.36184 -1.44 -3.48 -4.05 -0.55
H -1.58277 1.68688 -0.17447 -1.13 0.96 0.27 0.33
N 0.38166 -1.41576 -0.19633 0.67 -3.03 0.76 -0.32
H 2.45510 -1.07178 0.31992 -1.22 -0.51 0.50 0.22
N -0.60537 1.83157 0.02055 -0.98 -2.93 -1.51 -0.69
H -2.41358 -1.58914 -0.19976 2.94 3.89 2.42 0.49
N 1.22678 0.56144 -0.08825 2.21 2.74 2.72 -0.59
C -0.16413 0.62640 -0.28762 3.74 12.12 3.15 0.49
```
Positions in Å, forces in eV/Å.

Entry from the OMol25 dataset: a structure of composition C13H17N3O4Sn in a non-equilibrium geometry (the ωB97M-V functional and the def2-TZVPD basis).

Computed properties:
Charge ... +2
HOMO ... -14.30 eV
E ... -32234.43059 eV
Gap between HOMO and LUMO ... 6.10 eV
E_LUMO ... -8.2047 eV

The geometry in XYZ format:
```
38
Properties=species:S:1:pos:R:3:forces:R:3:nbo_charge:R:1
O 0.08383 3.14373 0.57579 -0.16 -0.29 0.00 -0.65
O -3.55329 -1.06380 -1.78769 -0.23 -0.18 -0.27 -0.58
C 2.04544 0.56535 -0.01465 0.51 0.45 0.34 -0.26
H 3.56447 -1.08318 -2.37215 -0.03 0.03 -0.03 0.23
H 0.71094 3.59885 2.83686 -0.15 -0.08 -0.24 0.55
N 2.65040 -1.71448 -0.62405 0.56 -0.64 0.12 -0.39
O -2.06423 0.46242 -2.23259 -0.02 -0.01 0.34 -0.65
C -0.40319 2.65755 1.59484 0.65 0.48 -0.98 0.81
H 0.72013 -0.56945 -2.87149 0.05 0.10 0.05 0.22
H -1.79540 1.37032 3.59069 -0.06 0.04 0.09 0.28
C 1.53770 -0.25002 -2.21536 0.28 0.01 -0.84 -0.28
H 1.08999 -3.07367 -0.71431 -0.03 0.01 -0.01 0.23
H -0.49039 -1.37390 -0.96140 -0.01 0.01 -0.03 0.20
H -4.16251 -1.45977 -1.14420 0.17 0.21 0.07 0.53
C 3.08377 -0.57954 0.14807 0.05 0.22 0.12 -0.25
C -3.34488 -0.31039 1.08935 0.19 0.20 -0.11 -0.16
C 0.32629 -1.05371 -0.31298 -0.45 -0.44 0.24 -0.26
C 1.37906 -2.18881 -0.14859 -0.23 -0.01 0.07 -0.25
H 2.01180 0.64146 -2.65448 -0.14 -0.16 0.07 0.21
C -2.09379 1.06685 2.59928 -0.03 -0.03 -0.20 -0.14
H -4.05755 -1.10780 0.93588 -0.07 -0.01 -0.08 0.25
H 2.50569 1.46533 -0.43854 -0.08 -0.06 0.07 0.22
H 1.47580 -2.47959 0.89763 -0.04 0.00 -0.01 0.22
C -2.78029 -0.09801 -1.40312 0.41 0.29 -0.45 0.81
H -3.58235 -0.34035 3.23169 -0.04 -0.09 0.00 0.27
H -0.08515 -0.77001 0.65784 -0.03 0.04 -0.01 0.19
H 3.17578 -0.87701 1.19292 0.01 0.05 -0.01 0.22
C -2.67259 0.30145 0.03150 0.08 0.34 0.73 0.08
C -3.06951 0.09895 2.38882 0.21 0.15 -0.09 -0.11
C 2.57790 -1.38658 -2.02414 -0.03 0.05 -0.26 -0.25
N 0.96576 0.12464 -0.91039 -0.75 1.02 -0.29 -0.51
H 4.06917 -0.26694 -0.19457 -0.01 0.04 0.00 0.23
O -0.00015 2.92960 2.79357 -0.16 -0.01 0.58 -0.61
Sn -0.44259 2.14264 -1.63567 -0.04 -1.23 1.04 1.59
N -1.78668 1.28890 0.23681 0.04 -0.23 0.08 -0.49
H 1.60420 0.82677 0.94990 -0.01 0.05 -0.05 0.19
C -1.48255 1.63888 1.49180 -0.44 -0.36 -0.06 0.08
H 2.28897 -2.27667 -2.58289 0.00 0.04 -0.02 0.23
```
Positions in Å, forces in eV/Å.

Entry from the OMol25 dataset: the molecule C4H8N2S in a non-equilibrium geometry (the ωB97M-V functional and the def2-TZVPD basis).

Computed properties:
HOMO ... -8.16 eV
E ... -18091.86852 eV
Gap between HOMO and LUMO ... 8.97 eV
E_LUMO ... 0.8114 eV
Structure (SMILES) ... C[C@@H]1CN1C(N)=S

The geometry in XYZ format:
```
15
Properties=species:S:1:pos:R:3:forces:R:3:nbo_charge:R:1
H -0.34040 -2.18321 1.69755 1.40 1.65 0.15 0.40
C 0.90438 -0.62043 0.91014 -0.55 -0.38 0.62 0.30
H -0.80822 2.41207 -1.30962 1.20 -0.80 0.82 0.22
C 0.00087 1.79088 -0.78230 -1.48 0.46 -0.18 -0.65
C -0.11739 0.32591 -1.22060 -0.46 -1.06 1.03 -0.03
C -1.14699 -0.66308 -0.67838 0.02 -1.17 -0.09 -0.23
H -1.44549 -1.58339 -1.26180 0.16 1.36 0.37 0.20
H 0.97072 2.13833 -1.06424 0.59 0.32 -0.60 0.24
S 2.28679 0.33607 1.11213 -0.94 -0.78 0.00 -0.27
N 0.36071 -1.41440 1.90007 -0.66 -0.81 -0.34 -0.81
H 0.11198 -0.01065 -2.23360 0.54 0.85 0.13 0.21
H 0.02689 2.02565 0.32441 -0.62 -0.88 -1.15 0.25
N 0.20737 -0.72078 -0.24928 1.49 0.71 -0.94 -0.44
H -1.84429 -0.36941 0.06433 -0.76 0.49 0.49 0.20
H 0.83305 -1.46356 2.79117 0.06 0.04 -0.31 0.41
```
Positions in Å, forces in eV/Å.

Entry from the OMol25 dataset: the molecule C4H9N3O3S in a non-equilibrium geometry (the ωB97M-V functional and the def2-TZVPD basis).

Computed properties:
HOMO (alpha / beta) ... -9.17 / -8.30 eV
E ... -25733.48865 eV
Gap between HOMO and LUMO (alpha / beta) ... 9.00 / 7.42 eV
E_LUMO (alpha / beta) ... -0.1719 / -0.8845 eV

The geometry in XYZ format:
```
20
Properties=species:S:1:pos:R:3:forces:R:3:nbo_charge:R:1
H -1.65768 -1.85391 3.49136 0.58 0.73 -0.34 0.25
H -1.52219 -1.41208 5.07329 -0.01 0.55 1.53 0.25
N 0.19780 -0.32861 0.21874 0.55 0.77 -1.34 0.12
H -2.74482 -0.60857 3.86677 0.26 -0.10 1.13 0.26
H 2.81374 0.32859 -2.98305 -1.90 1.15 0.39 0.21
C 1.79378 0.83281 -2.73390 3.09 -3.14 0.17 -0.42
C -1.73361 -0.96155 4.14312 -0.74 -0.15 -2.82 -0.90
H 1.05722 -1.22891 -2.02883 -0.53 2.16 0.46 0.25
H 0.09064 1.18911 -3.85002 -1.74 0.57 0.13 0.24
C 0.56254 0.33914 -3.44816 1.69 -0.41 -2.78 -0.45
O 0.06158 0.86916 4.72524 0.87 -0.11 0.61 -0.92
H 0.81760 -0.40470 -4.28981 -0.70 1.06 1.60 0.23
N 0.27030 -0.20212 2.39796 0.30 -0.43 0.89 -0.45
C 0.79863 -0.10491 -2.07797 0.41 -1.25 0.94 -0.08
H 1.90575 1.78325 -2.25631 -0.39 0.55 -0.21 0.23
O -1.52289 1.41836 2.91301 -0.33 -0.48 1.06 -0.95
O -0.20355 0.34740 1.27475 0.25 0.07 -1.72 -0.10
S -0.70223 0.44795 3.60952 -1.38 0.04 -1.12 2.22
N 0.12269 0.43913 -0.91021 -0.09 -1.91 1.49 -0.39
H -0.52544 1.20533 -0.94135 -0.19 0.33 -0.07 0.40
```
Positions in Å, forces in eV/Å.

Entry from the OMol25 dataset: the molecule C11H5F3N4OS in a non-equilibrium geometry (the ωB97M-V functional and the def2-TZVPD basis).

Computed properties:
HOMO ... -9.06 eV
E ... -38482.58274 eV
Gap between HOMO and LUMO ... 8.39 eV
E_LUMO ... -0.6726 eV
Structure (SMILES) ... O=C(n1c2ccccc2c2nnc(S)nc21)C(F)(F)F

The geometry in XYZ format:
```
25
Properties=species:S:1:pos:R:3:forces:R:3:nbo_charge:R:1
O 0.65023 -2.04937 2.19506 1.16 3.05 -0.25 -0.48
H 0.06375 3.77284 -2.47360 0.05 0.20 -0.27 0.22
N -2.35859 -2.31971 -1.87396 -0.46 -0.36 -0.47 -0.26
N 0.19200 -0.45761 0.67408 1.09 0.35 1.39 -0.42
C -0.42152 0.69199 -1.17806 -0.57 0.94 -1.60 -0.11
C 0.16393 2.94480 -1.79701 -1.06 -0.58 -0.49 -0.21
N -1.22925 -2.46088 0.18862 0.97 0.75 1.03 -0.43
F 2.54055 -0.82163 3.52681 -0.13 0.21 -0.55 -0.28
C 1.99824 -0.06934 2.57999 -0.65 0.25 0.06 0.92
C -0.53998 1.76185 -2.07501 1.57 0.65 1.16 -0.15
C 0.89933 -0.89638 1.81521 -1.65 -3.86 0.11 0.58
C 0.33016 0.75915 -0.02396 0.67 2.43 -0.33 0.21
C 0.99272 1.99913 0.23270 -0.51 -0.36 0.01 -0.23
F 1.43026 1.00697 3.21961 0.73 -0.74 -1.02 -0.32
C 0.89371 3.09906 -0.63095 -0.27 -1.82 -0.05 -0.20
H 1.41001 4.02394 -0.43895 0.07 0.03 0.29 0.23
C -2.06336 -2.96445 -0.71878 1.19 1.47 -0.81 0.22
S -2.60236 -4.63923 -0.46249 0.19 0.82 0.80 0.06
C -1.06115 -0.58541 -1.21882 -0.71 -0.19 -1.23 0.07
H -2.12843 -4.59472 0.83892 -0.36 -0.17 -1.04 0.17
H 1.52658 2.19370 1.12109 0.54 -0.22 0.88 0.22
C -0.70858 -1.25650 -0.06335 -1.07 -1.93 0.13 0.38
H -1.07487 1.66368 -2.98338 -0.60 -0.16 -0.59 0.23
N -1.86772 -1.11435 -2.16761 0.42 -0.85 2.09 -0.12
F 2.96433 0.31244 1.71386 -0.61 0.11 0.76 -0.31
```
Positions in Å, forces in eV/Å.

Energy above the lowest of the compared OMol25 structures with the same formula, charge and spin in eV, matching the order above: 3.119; 3.226; 5.593; 0.438; 1.874; 4.213; 0.202